P.
{"formula": "H10O5", "method": "ωB97M-V with the def2-TZVPD basis set", "total_charge": 0, "lumo_ha": 0.02081, "spin_multiplicity": 1, "orbital_gap_ev": 11.706, "smiles": "O.O.O.O.O", "symbols": ["O", "H", "H", "O", "H", "H", "O", "H", "H", "O", "H", "H", "O", "H", "H"], "coordinates": [[-15.08148, 23.89529, 13.90516], [-15.57601, 23.68687, 13.11255], [-15.68923, 24.40616, 14.43984], [-12.73076, 22.16937, 21.48202], [-13.31360, 22.76307, 21.95535], [-12.35169, 21.61246, 22.16201], [-16.86733, 19.46187, 12.59937], [-17.08190, 19.15047, 11.72003], [-17.51872, 20.13972, 12.77951], [-14.29121, 20.22580, 17.72256], [-13.88945, 20.69794, 18.45189], [-14.60731, 20.91347, 17.13654], [-9.90463, 23.33857, 18.47585], [-9.12887, 23.13520, 18.99840], [-10.62618, 23.33172, 19.10478]]}

Q.
{"formula": "H10O5", "method": "ωB97M-V with the def2-TZVPD basis set", "total_charge": 0, "lumo_ha": -0.00169, "spin_multiplicity": 1, "orbital_gap_ev": 10.571, "smiles": "O.O.O.O.O", "symbols": ["O", "H", "H", "O", "H", "H", "O", "H", "H", "O", "H", "H", "O", "H", "H"], "coordinates": [[-2.33147, 0.20606, 0.99180], [-1.54621, 0.73438, 0.89609], [-2.42104, 0.36096, 1.95373], [0.27019, -1.54646, -0.71463], [0.25333, -1.71649, 0.20772], [0.89875, -2.14266, -1.10971], [-0.04085, 1.24395, 0.28470], [0.80869, 0.86033, 0.55979], [-0.05361, 1.37199, -0.65210], [2.07913, -0.01926, 1.40476], [1.49428, -0.62325, 1.87712], [2.41723, -0.37257, 0.54619], [-0.37923, 0.83099, -2.31622], [-0.17793, -0.08225, -1.96684], [-1.27127, 0.89427, -1.96240]]}

R.
{"formula": "H10O5", "method": "ωB97M-V with the def2-TZVPD basis set", "total_charge": 0, "lumo_ha": 0.01430, "spin_multiplicity": 1, "orbital_gap_ev": 10.585, "smiles": "O.O.O.O.O", "symbols": ["O", "H", "H", "O", "H", "H", "O", "H", "H", "O", "H", "H", "O", "H", "H"], "coordinates": [[0.66666, -0.41975, 0.66171], [0.10905, -0.88423, 0.02743], [0.44740, -0.82558, 1.50801], [3.51775, 1.69210, 0.07897], [3.51442, 1.35563, 0.98217], [4.10178, 1.08858, -0.39396], [-3.46495, -0.93505, 0.22782], [-2.88415, -0.18338, 0.06457], [-4.32572, -0.63959, -0.08960], [1.58175, -2.23929, -0.23778], [1.48251, -3.07053, -0.71547], [1.80176, -1.59926, -0.92404], [-1.96003, 2.39137, -0.11862], [-2.91238, 2.24345, -0.10738], [-1.67585, 2.02552, -0.96383]]}

S.
{"formula": "H10O5", "method": "ωB97M-V with the def2-TZVPD basis set", "total_charge": 0, "lumo_ha": 0.00995, "spin_multiplicity": 1, "orbital_gap_ev": 11.153, "smiles": "O.O.O.O.O", "symbols": ["O", "H", "H", "O", "H", "H", "O", "H", "H", "O", "H", "H", "O", "H", "H"], "coordinates": [[-2.30893, -2.46780, -0.85220], [-2.22693, -1.60080, -0.50320], [-2.07993, -2.29980, -1.78520], [-0.30493, -0.31780, 2.91180], [0.46207, -0.82280, 2.54080], [-0.86793, -1.10180, 2.99680], [1.85107, 0.61820, 0.42380], [2.21107, 0.55520, -0.43120], [1.75907, -0.26780, 0.75980], [1.44507, 2.38320, -1.95320], [1.01207, 1.71420, -2.47520], [1.60207, 3.13920, -2.50920], [-1.14193, 0.02620, 0.06180], [-0.39293, 0.54920, -0.17820], [-1.01893, -0.10680, 0.99280]]}

Quick ranking, most stable first: Q, S, P, R.